No. 1
Entry from OMol25: 2 unconnected molecules or ions with the total composition C4H13N2O (the ωB97M-V functional and the def2-TZVPD basis).

Values from the calculation:
Energy above the lowest of the compared OMol25 structures with the same formula, charge and spin (kJ/mol): 276.7
Charge: +2
Kohn-Sham gap (alpha / beta) (eV): 10.085 / 2.874
⟨S²⟩: 0.7548
2S+1: 2
Electronic energy (a.u.): -344.1991

Positions of all 20 atoms, in Å:
C -0.78081 1.17828 1.21098
C -1.75458 1.65582 0.39267
N -2.59816 0.92940 -0.33673
N 0.11098 2.15749 1.88845
H -0.52395 0.15366 1.39065
H -1.89818 2.72785 0.31039
H -3.10655 1.37450 -1.08449
H -2.44476 -0.06191 -0.44817
H 0.98990 2.27381 1.37819
H 0.34060 1.82519 2.83051
H -0.34883 3.07058 1.96500
C 1.72866 -2.20108 -1.26736
O 0.85191 -2.98851 -1.98221
C 0.98203 -1.24488 -0.36793
H 2.37197 -2.89070 -0.66110
H 2.45664 -1.70513 -1.92543
H 1.26193 -3.30859 -2.81421
H 0.37527 -1.78766 0.35067
H 1.67436 -0.55748 0.10835
H 0.31158 -0.60064 -0.93822

=====

No. 2
Entry from OMol25: 2 unconnected molecules or ions with the total composition C4H13N2O2 (the ωB97M-V functional and the def2-TZVPD basis).

Values from the calculation:
Energy above the lowest of the compared OMol25 structures with the same formula, charge and spin (kJ/mol): 81.8
Charge: -1
Kohn-Sham gap (eV): 7.847
2S+1: 1
Electronic energy (a.u.): -420.1877

Positions of all 21 atoms, in Å:
N -0.91305 -1.72388 1.60043
C -0.30417 -0.92116 0.48927
C -0.53605 0.58421 0.78712
C -1.53590 1.36022 -0.18754
O -0.98065 2.46376 -0.77366
C 1.16141 -1.42241 0.28886
N 1.83161 -1.10133 -0.98182
H -1.05751 -1.12088 2.41847
H -0.21660 -2.37621 1.95265
H -0.81699 -1.25382 -0.44781
H -0.91545 0.61331 1.78992
H 0.40037 1.11848 0.64727
H -2.11600 0.74767 -0.92612
H -2.39272 1.71528 0.45759
H 1.79201 -0.89908 1.01134
H 1.21886 -2.50172 0.42456
H 1.31045 -1.47852 -1.76914
H 1.83680 -0.08480 -1.00766
H 1.00384 2.02296 -2.74456
H 0.02634 2.30768 -1.22126
O 1.20343 1.95023 -1.80792

=====

No. 3
Entry from OMol25: 2 unconnected molecules or ions with the total composition C4H13N2O2 (the ωB97M-V functional and the def2-TZVPD basis).

Values from the calculation:
Energy above the lowest of the compared OMol25 structures with the same formula, charge and spin (kJ/mol): 265.5
Charge: -1
Kohn-Sham gap (eV): 7.041
2S+1: 1
Electronic energy (a.u.): -420.1177

Positions of all 21 atoms, in Å:
C 0.04010 -0.43274 -0.53503
N -0.63636 0.64496 -1.29890
C -2.11118 0.88155 -0.75256
O -2.72197 -0.29045 -0.70523
C 1.21880 0.40170 0.09782
C 2.60982 -0.39147 -0.13576
N 1.10907 0.90539 1.46880
H 0.33346 -1.29794 -1.19019
H -0.54552 -1.02975 0.18585
H -0.59056 0.58719 -2.36355
H -2.63434 1.55706 -1.43017
H -1.94345 1.15579 0.30036
H 1.25488 1.34027 -0.40436
H 2.42737 -1.50846 0.10729
H 2.63626 -0.37872 -1.24608
H 3.40071 -0.00986 0.57504
H 0.38296 0.55250 2.06872
H 2.02604 0.99983 1.92726
H -1.46481 -1.02675 1.64279
H -2.56533 -1.20795 0.32437
O -2.22592 -1.45214 1.36355

=====

No. 4
Entry from OMol25: 2 unconnected molecules or ions with the total composition C4H13N2O2 (the ωB97M-V functional and the def2-TZVPD basis).

Values from the calculation:
Energy above the lowest of the compared OMol25 structures with the same formula, charge and spin (kJ/mol): 199.5
Charge: +1
Kohn-Sham gap (eV): 10.485
2S+1: 1
Electronic energy (a.u.): -419.9494

Positions of all 21 atoms, in Å:
O -2.21194 -0.55781 1.16119
C -2.04367 0.51979 0.67435
C -0.63248 1.07966 0.53238
C 0.42575 0.09946 1.02245
C 1.77411 0.21071 0.39706
N 1.66633 -0.44834 -0.95600
N -0.39679 1.49705 -0.88385
H -2.83005 1.21821 0.33557
H -0.63155 1.97802 1.15995
H 0.00431 -0.90035 0.93059
H 0.50724 0.22107 2.10547
H 2.66356 -0.13985 0.91811
H 2.12006 1.23047 0.19486
H 2.56224 -0.56502 -1.42093
H 1.10137 -1.28406 -0.92767
H -1.17716 1.18720 -1.44697
H -0.25658 2.48133 -0.97809
H 1.10964 0.19134 -1.49894
H -1.86562 -2.25280 -0.69681
H -0.92237 -3.35851 -0.24468
O -0.96640 -2.40757 -0.37803

=====

No. 5
Entry from OMol25: 2 unconnected molecules or ions with the total composition C4H13N2O2 (the ωB97M-V functional and the def2-TZVPD basis).

Values from the calculation:
Energy above the lowest of the compared OMol25 structures with the same formula, charge and spin (kJ/mol): 253.5
Charge: +1
Kohn-Sham gap (eV): 9.805
2S+1: 1
Electronic energy (a.u.): -419.9289

Positions of all 21 atoms, in Å:
O 1.00862 -2.11696 1.10709
C 0.39091 -1.18546 0.66346
C 0.67666 -0.74230 -0.79385
C 1.10904 0.72166 -0.75990
C -0.08842 1.61790 -0.34485
N -1.38694 1.01212 -0.62917
N 1.81630 -1.60830 -1.20320
H -0.36430 -0.59204 1.18933
H -0.30040 -0.79128 -1.22298
H 1.37928 1.00705 -1.78142
H 1.86120 0.89612 0.00572
H -0.02417 2.58061 -0.84971
H -0.02922 1.81407 0.70162
H -2.02596 1.64586 -1.08706
H -1.84733 0.66186 0.20380
H 2.07862 -1.32599 -2.14408
H 2.54811 -1.50074 -0.51319
H 1.56292 -2.58859 -1.35105
H -3.18956 -0.47908 2.74346
H -2.70515 0.81498 3.36403
O -2.47021 0.15849 2.70193

=====

No. 6
Entry from OMol25: 2 unconnected molecules or ions with the total composition C4H13N2O2 (the ωB97M-V functional and the def2-TZVPD basis).

Values from the calculation:
Energy above the lowest of the compared OMol25 structures with the same formula, charge and spin (kJ/mol): 301.6
Charge: +1
Kohn-Sham gap (eV): 10.875
2S+1: 1
Electronic energy (a.u.): -419.9106

Positions of all 21 atoms, in Å:
C 1.17937 -0.40449 1.21614
C 1.15009 -0.19197 -1.28121
C 0.57572 0.43933 0.04177
C -0.95984 0.55419 -0.08201
N 0.99061 1.83485 0.21212
N -1.39453 -1.47154 0.07900
O -1.61493 0.67034 -1.17811
O -1.49632 1.23688 0.89899
H 0.94303 0.06637 2.31862
H 2.23942 -0.38252 1.14979
H 0.85222 -1.42579 1.21974
H 0.63001 0.15846 -2.14839
H 2.15888 0.11806 -1.32207
H 1.03040 -1.28469 -1.27052
H 1.92537 1.97645 -0.34605
H 1.20124 2.06286 1.22257
H -1.76581 -1.74060 -0.82971
H -0.54974 -2.08921 0.27790
H -2.18478 -1.79610 0.76487
H -2.34255 1.37810 -1.10098
H -0.74792 1.55024 1.55664

=====

No. 7
Entry from OMol25: a molecular structure, C4H13N2O2P (the ωB97M-V functional and the def2-TZVPD basis).

Values from the calculation:
Energy above the lowest of the compared OMol25 structures with the same formula, charge and spin (kJ/mol): 164.2
Charge: 0
Kohn-Sham gap (eV): 10.033
2S+1: 1
Electronic energy (a.u.): -761.5171

Positions of all 22 atoms, in Å:
C -2.35167 1.40164 0.19455
C 1.84675 -2.96618 -0.17567
C 1.24014 2.18044 0.46576
C -2.35480 -0.09777 -0.18098
N 1.68592 -1.50563 -0.53456
N 0.99510 1.13680 -0.49956
O 0.61920 -0.54375 1.66363
O -1.24893 -0.58149 -0.83960
P 0.67151 -0.37660 0.19617
H -1.83526 1.65935 1.04204
H -1.81176 2.01625 -0.64983
H -3.49360 1.72261 0.25210
H 2.76811 -3.27655 -0.64277
H 1.92974 -3.13705 0.82917
H 1.03918 -3.67243 -0.56867
H 1.83552 1.69270 1.20537
H 1.93173 2.97323 0.01023
H 0.34689 2.50022 1.02632
H -3.19267 -0.12486 -0.78076
H -2.59676 -0.65651 0.78332
H 1.77714 -1.49804 -1.59558
H 0.19854 1.15363 -1.20066

=====

No. 8
Entry from OMol25: a single C4H13N2OP molecule (the ωB97M-V functional and the def2-TZVPD basis).

Values from the calculation:
Energy above the lowest of the compared OMol25 structures with the same formula, charge and spin (kJ/mol): 373.6
Charge: 0
Kohn-Sham gap (alpha / beta) (eV): 5.274 / 6.339
⟨S²⟩: 2.0042
2S+1: 3
Electronic energy (a.u.): -686.0522

Positions of all 21 atoms, in Å:
C -0.36341 -2.14429 0.02848
C 2.11915 0.76825 1.42951
C -0.55496 -0.91723 0.87025
C 0.71542 1.25070 0.98681
N -0.69983 0.86881 -0.79158
N 0.14022 0.17512 0.17787
O -1.83540 -0.13900 -2.78824
P -0.47567 0.75309 -2.41833
H -1.20390 -2.81363 0.12801
H -0.13909 -1.79203 -0.97753
H 0.34551 -2.67844 0.58276
H 2.62866 0.46593 0.47271
H 2.62962 1.51803 1.98616
H 1.87770 -0.20547 1.92564
H -1.60401 -0.54141 0.78518
H -0.10091 -0.95287 1.87158
H 0.20549 1.52148 2.00072
H 0.77438 2.03754 0.30924
H -1.64555 1.11827 -0.36429
H -1.88034 -0.43662 -3.65660
H -0.93308 2.14375 -2.55834

=====

In order of appearance, largest force on an atom = 1.20 2.56 4.02 1.68 3.40 3.69 4.18 3.56 eV/A.